Entry from the OMol25 dataset: a cluster of 2 separate species, C2H4F3NO2P in total at a distorted geometry (ωB97M-V with the def2-TZVPD basis set).

```
13
Properties=species:S:1:pos:R:3:forces:R:3:nbo_charge:R:1
C 1.110163 0.436739 -1.014414 -1.284 0.439 -0.727 -1.112
C 2.011712 -0.388032 -0.225739 0.936 0.835 0.983 0.961
N -2.468103 -0.858226 0.519651 2.268 0.426 1.422 -1.068
O -0.159309 1.066363 1.232758 -0.513 -0.433 1.851 -1.090
O -1.267336 1.792592 -0.966410 -1.735 0.682 -1.218 -1.099
F 1.459330 -1.474872 0.322955 -0.619 -1.123 0.329 -0.351
F 2.571904 0.241067 0.889321 -0.257 0.196 -0.335 -0.377
F 3.120590 -0.843137 -0.861086 -0.010 -0.002 -0.932 -0.358
P -0.289276 1.043288 -0.213888 4.158 0.317 -1.663 2.195
H 1.212675 0.512994 -2.123635 -0.087 -0.280 1.288 0.247
H -3.042011 -0.081770 0.256611 -0.555 0.509 -0.257 0.354
H -2.756599 -1.096981 1.490910 0.264 0.219 -0.882 0.343
H -1.503741 -0.350021 0.692969 -2.566 -1.785 0.142 0.353
```
Forces are in eV/Å.

Properties
- LUMO (eV) = 4.03
- Kohn-Sham gap (eV) = 8.441
- net charge = -1
- max |F| (hartree/bohr) = 0.08730
- energy above the lowest of the compared OMol25 structures with the same formula, charge and spin (kJ/mol) = 26.8
- HOMO level (eV) = -4.41

---

Entry from the OMol25 dataset: a structure of composition C20H30ClIrN3O5PS2 (ωB97M-V with the def2-TZVPD basis set).

```
63
Properties=species:S:1:pos:R:3:forces:R:3:nbo_charge:R:1
Ir -1.908979 0.527522 -1.280845 0.022 0.008 -0.161 0.495
C -6.019053 0.815036 0.747268 -0.001 0.001 0.000 -0.648
C -4.739432 0.326077 0.117051 0.007 -0.002 -0.004 -0.208
S -3.826141 1.541984 -0.742437 -0.021 0.029 0.019 0.023
C -4.303524 -0.943049 0.176320 -0.004 -0.002 -0.003 -0.224
C -5.025745 -2.058224 0.878389 0.000 0.000 0.001 -0.641
S -2.815463 -1.404269 -0.614289 -0.010 -0.004 -0.014 -0.015
H -6.158164 1.877780 0.552055 -0.001 0.000 -0.002 0.228
H -6.010683 0.675508 1.830555 0.001 0.002 0.000 0.217
H -6.886655 0.287240 0.348173 0.001 -0.002 0.001 0.222
H -5.909980 -1.693517 1.398338 -0.002 -0.001 -0.002 0.220
H -4.376861 -2.545703 1.609077 -0.001 0.002 0.002 0.219
H -5.345070 -2.823276 0.167287 0.002 -0.001 0.000 0.224
O -0.052662 4.314920 -2.332800 -0.001 0.003 -0.005 -0.792
Cl 0.058958 2.910864 -2.505055 0.014 0.005 0.019 2.557
O 0.542926 2.560220 -3.802346 -0.002 -0.002 -0.009 -0.819
O -1.308450 2.331705 -2.349787 -0.003 -0.006 0.021 -0.879
O 0.906701 2.327674 -1.486654 -0.007 -0.004 -0.010 -0.880
C 1.112843 2.331601 2.464098 -0.003 -0.002 0.001 -0.076
N -0.224378 2.921507 2.431835 0.002 -0.001 -0.003 -0.452
C -1.050603 2.288320 3.455859 -0.002 0.001 0.003 -0.073
N -1.113091 0.831717 3.346129 -0.001 -0.003 0.002 -0.457
C 0.250474 0.305817 3.367648 -0.001 -0.001 0.001 -0.073
N 1.121410 0.871419 2.339184 -0.001 0.000 0.001 -0.455
C 0.721887 0.443364 0.995951 0.001 -0.002 0.002 -0.572
P -0.978264 1.040616 0.630791 -0.027 0.006 0.008 1.230
C -0.829605 2.811224 1.102740 -0.006 0.005 0.007 -0.573
C -1.825009 0.412058 2.136882 0.009 -0.008 0.000 -0.575
H 1.570899 2.586495 3.421809 0.001 0.000 -0.001 0.202
H 1.712806 2.762489 1.661439 0.000 0.000 0.000 0.209
H -2.061509 2.695454 3.401147 0.000 0.000 0.001 0.202
H -0.627822 2.533653 4.432261 0.001 0.000 0.000 0.202
H 0.217986 -0.779172 3.251625 0.000 -0.001 0.000 0.198
H 0.685125 0.538933 4.341704 0.001 0.001 0.000 0.203
H 0.740074 -0.648055 0.933323 -0.003 0.005 -0.002 0.229
H 1.417003 0.837260 0.255694 0.004 0.004 -0.005 0.252
H -1.829554 3.249997 1.103254 -0.001 -0.004 0.003 0.242
H -0.226195 3.344833 0.371059 -0.002 -0.001 -0.001 0.258
H -1.870987 -0.677382 2.088946 -0.002 0.001 0.000 0.240
H -2.851617 0.783452 2.149245 0.002 0.002 0.000 0.244
C 5.654950 -3.344048 -1.038885 0.001 0.002 -0.001 -0.639
C 4.411048 -2.594768 -1.421529 0.000 0.000 -0.003 0.070
C 4.484014 -1.377107 -2.083451 0.001 -0.006 -0.001 -0.245
C 3.342165 -0.680186 -2.451225 0.006 -0.003 -0.007 0.073
C 3.491378 0.638474 -3.167495 0.004 -0.003 0.000 -0.656
C 2.084574 -1.221822 -2.117146 -0.010 -0.031 -0.025 -0.175
C 0.917847 -0.419317 -2.436482 -0.102 0.025 -0.224 0.449
O -0.204208 -0.639002 -1.978453 0.125 -0.083 0.330 -0.635
C 1.985842 -2.465446 -1.451388 0.000 0.014 0.006 0.074
C 0.673442 -3.116345 -1.110213 -0.004 0.002 0.002 -0.636
C 3.157541 -3.124809 -1.124804 -0.001 -0.005 -0.011 -0.244
H 6.551913 -2.777581 -1.282727 0.000 0.000 0.000 0.219
H 5.702471 -4.300649 -1.562087 0.000 0.000 0.000 0.228
H 5.663259 -3.558019 0.030803 0.000 0.000 0.000 0.227
H 5.455064 -0.959278 -2.322010 0.000 0.000 0.000 0.211
H 4.546769 0.868744 -3.299682 0.000 0.001 0.000 0.221
H 3.028941 1.456582 -2.614759 0.001 -0.001 -0.004 0.249
H 3.029443 0.617233 -4.155783 -0.003 0.004 0.003 0.232
H 1.057827 0.419863 -3.120567 0.015 0.051 0.067 0.181
H 0.148919 -2.583823 -0.315851 0.000 0.008 -0.004 0.231
H 0.845030 -4.141413 -0.784329 0.000 0.005 0.008 0.212
H -0.007389 -3.126353 -1.960349 0.003 -0.008 -0.005 0.238
H 3.095567 -4.085023 -0.624513 -0.001 0.001 0.001 0.209
```
Forces are in eV/Å.

Properties
- LUMO (eV) = -0.72
- Kohn-Sham gap (eV) = 6.680
- max |F| (hartree/bohr) = 0.00705
- energy above the lowest of the compared OMol25 structures with the same formula, charge and spin (kJ/mol) = 0.0
- HOMO level (eV) = -7.40

---

Entry from the OMol25 dataset: an isolated molecule of C5H8O (ωB97M-V with the def2-TZVPD basis set).

```
14
Properties=species:S:1:pos:R:3:forces:R:3:nbo_charge:R:1
C -1.167113 -1.169630 -0.897562 0.079 0.082 0.014 -0.624
C 0.164829 -0.787054 -0.210063 -0.301 -0.591 -0.104 0.068
O 0.913058 0.195230 -0.923224 -0.037 0.075 -0.176 -0.523
C 1.061890 1.376263 -0.147168 -0.005 0.328 0.040 -0.094
C 0.405350 1.064782 1.162785 -0.089 0.037 -0.002 -0.214
C -0.065043 -0.172224 1.141542 0.100 0.094 0.162 -0.216
H -1.012196 -1.767910 -1.797023 0.169 0.167 -0.040 0.214
H -1.767424 -1.793795 -0.225841 0.133 0.116 0.047 0.207
H -1.770506 -0.291334 -1.162831 0.272 -0.095 0.137 0.213
H 0.790535 -1.698640 -0.176376 -0.198 0.234 0.198 0.177
H 2.123151 1.648517 -0.028736 -0.121 -0.283 -0.054 0.179
H 0.593174 2.225883 -0.658005 -0.096 -0.036 -0.007 0.176
H 0.313945 1.788329 1.965606 0.102 -0.166 -0.041 0.218
H -0.568417 -0.678350 1.958064 -0.008 0.039 -0.174 0.218
```
Forces are in eV/Å.

Properties
- LUMO (eV) = 1.12
- Kohn-Sham gap (eV) = 10.177
- max |F| (hartree/bohr) = 0.01305
- energy above the lowest of the compared OMol25 structures with the same formula, charge and spin (kJ/mol) = 101.8
- SMILES = C[C@@H]1C=CCO1
- HOMO level (eV) = -9.06

---

Which value of max |F| does entry 2 give? 0.00705 hartree/bohr